# 1
Entry from the OMol25 dataset: a molecular structure, C12H27Cl2IrN2OP2 in a non-equilibrium geometry (the ωB97M-V functional and the def2-TZVPD basis).

Each line ends with the Mulliken spin population.
Positions of all 47 atoms, in Å:
C  1.423  -0.296  -6.256  0.109
C  1.116  -0.181  -4.805  -0.083
H  2.498  -0.238  -6.404  -0.001
H  0.950  0.522  -6.800  0.003
H  1.066  -1.252  -6.649  0.005
O  1.915  0.017  -3.914  0.761
Cl  -0.632  -0.386  -4.508  0.183
Ir  -0.686  -0.261  0.508  2.239
P  -0.101  1.710  -0.273  0.379
C  1.301  2.528  0.552  0.035
C  0.303  1.887  -2.026  0.023
H  0.378  2.948  -2.308  0.003
H  -1.304  3.820  -0.452  0.008
H  -0.485  1.394  -2.605  0.003
H  -2.395  2.397  -0.644  0.000
H  2.218  2.165  0.071  -0.001
H  1.252  1.380  -2.226  0.012
C  -1.559  2.816  -0.070  0.013
H  1.229  3.617  0.432  0.008
H  -1.859  2.891  0.984  0.001
H  1.326  2.274  1.618  0.004
P  0.113  -2.132  -0.277  0.396
C  1.553  -2.731  0.666  0.042
C  -1.192  -3.383  0.099  0.017
H  -0.157  -1.740  -2.600  0.001
H  0.537  -3.374  -2.324  0.007
H  1.560  -1.890  -2.189  0.002
C  0.565  -2.320  -2.018  0.020
H  -2.082  -3.173  -0.505  -0.001
H  -0.812  -4.395  -0.128  0.012
H  1.543  -3.827  0.715  0.010
H  1.530  -2.314  1.678  0.001
H  -1.471  -3.332  1.161  0.000
H  2.459  -2.396  0.149  -0.001
Cl  -2.499  -0.424  -0.938  0.549
C  -1.010  1.880  5.482  0.001
N  -0.783  0.877  4.459  0.026
C  -0.674  -0.500  4.655  -0.002
C  -0.559  -1.078  3.426  0.027
N  -0.615  -0.044  2.478  0.164
C  -0.730  1.122  3.134  0.031
H  -2.004  1.740  5.930  0.001
H  -0.237  1.777  6.263  0.001
H  -0.949  2.885  5.044  0.001
H  -0.709  -0.982  5.614  0.000
H  -0.494  -2.109  3.130  -0.001
H  -0.838  2.107  2.669  -0.009

Forces on atoms 1 to 3 (eV/Å):
C 1.478 -0.039 -0.620
C -1.679 -0.266 -0.117
H 0.129 0.041 -0.037

As for the HOMO-LUMO gap (alpha / beta): 0.2325 / 0.1122 Ha. As for the HOMO energy (alpha / beta): -17.08 / -18.38 eV. Its net charge is +3. As for the spin multiplicity: 6.


# 2
Entry from the OMol25 dataset: 4 unconnected molecules or ions with the total composition C12H27Cl6N in a non-equilibrium geometry (the ωB97M-V functional and the def2-TZVPD basis).

Each line ends with the natural charge from an NBO analysis.
Positions of all 46 atoms, in Å:
C  0.744  3.816  -0.728  -0.618
C  0.340  2.346  -0.792  -0.217
N  0.693  1.564  -2.011  -0.459
C  -0.060  0.527  -2.465  -0.190
C  -1.477  0.442  -2.468  -0.639
C  2.124  1.325  -2.126  -0.195
C  2.726  0.399  -1.028  -0.671
H  1.693  3.728  -0.412  0.197
H  0.368  4.471  -0.063  0.217
H  0.692  4.418  -1.707  0.215
H  -0.812  2.418  -0.821  0.202
H  0.573  1.740  0.067  0.172
H  0.124  -0.212  -1.533  0.104
H  0.269  -0.045  -3.399  0.209
H  -2.135  1.049  -1.975  0.226
H  -1.942  -0.513  -2.418  0.221
H  -1.881  0.599  -3.468  0.194
H  2.662  2.234  -2.164  0.195
H  2.153  0.749  -3.134  0.185
H  3.832  0.261  -1.309  0.225
H  2.039  -0.365  -0.713  0.217
H  2.745  0.937  -0.099  0.205
Cl  -2.739  0.991  0.771  -0.070
C  -3.584  -0.544  0.543  -0.388
C  -4.458  -0.611  1.895  -0.303
Cl  -5.462  -2.151  1.550  -0.147
H  -2.970  -1.353  0.783  0.220
H  -4.089  -0.480  -0.436  0.239
H  -5.155  0.097  2.016  0.205
H  -3.774  -1.012  2.737  0.246
Cl  2.695  -0.345  2.630  -0.153
C  1.234  0.165  3.787  -0.218
C  -0.036  -0.143  2.916  -0.399
Cl  -1.383  0.159  4.029  -0.061
H  1.146  1.066  3.921  0.169
H  1.173  -0.368  4.621  0.200
H  -0.045  -1.181  2.471  0.246
H  -0.006  0.674  2.202  0.219
Cl  1.907  -4.776  1.372  -0.023
C  2.225  -3.442  0.261  -0.424
C  1.057  -3.220  -0.783  -0.398
Cl  -0.450  -2.673  0.113  -0.105
H  3.154  -3.697  -0.212  0.229
H  2.274  -2.359  0.742  0.245
H  0.738  -4.048  -1.387  0.223
H  1.061  -2.649  -1.770  0.256

Forces on atoms 1 to 3 (eV/Å):
C 0.243 -1.286 -4.425
C -4.733 -0.326 -2.020
N 2.279 5.721 -0.159

As for the HOMO-LUMO gap: 0.3004 Ha. As for the SMILES: CCN(CC)CC.ClCCCl.ClCCCl.ClCCCl. As for the HOMO energy: -7.57 eV. Its net charge is 0. The energy relative to the best compared isomer or geometry (same formula, charge and spin) is 130.0 kcal/mol.


# 3
Entry from the OMol25 dataset: a molecular structure, C12H27F6InN9P in a non-equilibrium geometry (the ωB97M-V functional and the def2-TZVPD basis).

Each line ends with the Mulliken spin population.
Positions of all 56 atoms, in Å:
In  -1.124  -0.130  -0.240  -0.004
N  -2.239  -1.337  1.269  0.000
C  -3.273  -0.468  1.905  0.000
C  -2.641  0.853  2.319  0.000
N  -1.912  1.488  1.192  0.000
C  -2.660  2.519  0.432  0.000
C  -3.357  1.909  -0.779  0.000
N  -2.372  1.125  -1.576  0.000
H  -2.631  -2.240  1.016  0.000
H  -1.519  -1.540  1.966  0.000
H  -3.707  -0.967  2.770  0.000
H  -4.069  -0.310  1.178  0.000
H  -1.933  0.705  3.135  0.000
H  -3.425  1.516  2.685  0.000
H  -1.055  1.889  1.570  0.000
H  -1.953  3.287  0.116  0.000
H  -3.404  3.003  1.065  0.000
H  -3.802  2.691  -1.392  0.000
H  -4.155  1.234  -0.473  0.000
H  -1.707  1.757  -2.023  0.000
H  -2.825  0.634  -2.343  0.000
N  -3.077  -4.305  -3.746  -0.043
C  -1.965  -3.871  -4.324  0.329
C  -1.504  -2.784  -3.479  0.309
N  -2.341  -2.615  -2.455  -0.078
C  -3.293  -3.541  -2.623  0.357
H  -3.668  -5.065  -4.072  -0.003
H  -1.548  -4.287  -5.231  0.009
H  -0.615  -2.191  -3.634  0.106
H  -4.149  -3.701  -1.984  0.016
F  0.232  -1.204  -1.410  0.000
P  1.083  0.072  -2.578  0.000
F  -0.408  0.159  -3.197  0.000
F  0.517  1.138  -1.399  0.000
F  2.342  -0.171  -1.684  0.000
F  1.661  1.186  -3.458  0.000
F  1.386  -1.165  -3.486  0.000
C  4.712  1.464  0.568  0.000
C  4.927  0.993  2.003  0.000
C  4.796  2.126  3.016  0.000
C  4.055  -0.224  2.325  0.000
N  2.621  -0.026  1.985  0.000
C  1.859  -0.729  1.163  0.000
N  0.646  -0.196  1.181  0.000
N  0.716  0.865  2.027  0.000
N  1.886  0.962  2.511  0.000
H  5.476  2.190  0.295  0.000
H  3.743  1.962  0.456  0.000
H  4.769  0.642  -0.149  0.000
H  5.943  0.593  2.084  0.000
H  3.786  2.535  3.050  0.000
H  5.471  2.937  2.743  0.000
H  5.065  1.796  4.020  0.000
H  4.094  -0.502  3.377  0.000
H  4.360  -1.079  1.722  0.000
H  2.184  -1.581  0.590  0.000

Forces on atoms 1 to 3 (eV/Å):
In 0.289 0.496 0.862
N 0.075 -0.187 -0.042
C -0.061 0.039 -0.016

As for the HOMO-LUMO gap (alpha / beta): 0.3380 / 0.1946 Ha. As for the HOMO energy (alpha / beta): -18.15 / -18.15 eV. Its net charge is +3. The energy relative to the best compared isomer or geometry (same formula, charge and spin) is 3.6 kcal/mol. As for the spin multiplicity: 2.


Table of E (eV), in record order: -64339.6510, -89500.7477, -57040.0211